Here is the molecule C6H9FS in a non-equilibrium geometry from the Open Molecules 2025 dataset. Energies are from ωB97M-V with the def2-TZVPD basis set.

Geometry as XYZ:
```
17
Properties=species:S:1:pos:R:3:mulliken_charge:R:1
C -1.86648 -0.27905 -0.30455 -0.3824
H 1.71345 0.34649 1.52289 0.2987
C 1.55010 1.33860 0.81634 -1.1621
C -2.70665 -1.08211 0.30283 -0.6638
H 0.69903 -0.32169 -1.97519 0.4458
H -0.05108 -1.19108 0.81536 0.3816
F -0.34979 1.77594 -0.86169 -0.3313
H -3.87188 -1.05913 -0.02590 0.1739
C 0.68430 -0.43369 -0.91985 -0.3051
H 3.15271 -0.45904 -0.77781 0.1303
H 2.60726 1.71816 0.48889 0.2403
H -2.26179 0.24515 -1.17210 0.2863
H 1.00168 2.17738 1.38078 0.3275
C 0.43221 0.87364 -0.08230 0.8079
S 2.15903 -1.28522 -0.26852 -0.2841
H -2.53496 -1.93356 0.97142 0.2488
C -0.35713 -0.43081 0.08938 -0.2124
```

Output
- LUMO level: 0.7 eV
- ΔE to the lowest compared entry with this formula, charge and spin: 3.551 eV
- Gap between HOMO and LUMO: 0.3504 Eh
- HOMO level: -0.324 hartree
- SMILES string: C=C[C@H]1[C@H](S)[C@@]1(C)F
- Total energy: -19917.0009 eV